1) This record from the Open Molecules 2025 dataset describes the ion C2H3ClFO2S with charge -1. The level of theory is the ωB97M-V functional and the def2-TZVPD basis.

Each line ends with the Mulliken charge.
Element x y z (Å)
1 C -0.4116 -0.9811 1.5651  -0.166
2 C -0.9679 -0.7103 0.1748  -0.222
3 O -1.7983 1.4426 -0.8600  -0.592
4 O -3.1937 0.8974 1.0816  -0.629
5 F 1.0819 -0.9387 1.4031  -0.354
6 S -2.5880 0.4248 -0.2055  0.505
7 Cl -1.2840 -2.3123 -0.6597  -0.297
8 H -0.6424 -2.0360 1.9975  0.222
9 H -0.7045 -0.1111 2.1528  0.217
10 H -0.0955 -0.3122 -0.3554  0.317

Calculated values
net charge = -1

***

2) This record from the Open Molecules 2025 dataset describes a structure of composition C2H3ClFO2S. The level of theory is the ωB97M-V functional and the def2-TZVPD basis.

Each line ends with the Mulliken charge.
Element x y z (Å)
1 C -1.2474 -0.5672 -0.3681  -0.181
2 C 0.4695 -0.3436 0.4935  -0.372
3 O 2.4868 1.5908 0.3599  -0.570
4 O 0.2269 2.1996 -0.2566  -0.599
5 F -2.1094 -1.2448 0.4077  -0.270
6 S 1.3527 1.2923 -0.4922  0.496
7 Cl 1.2789 -1.8331 0.3339  -0.241
8 H -1.1317 -1.2920 -1.2958  0.171
9 H -1.5001 0.4888 -0.7309  0.242
10 H 0.1738 -0.2908 1.5486  0.324

Calculated values
net charge = -1

***

1) wins, 30.2 kcal/mol ahead of the next structure.